DFT (the ωB97M-V functional and the def2-TZVPD basis) results for 13 unconnected molecules or ions with the total composition C44H90Br6N2O18.

Structure (XYZ):
```
160
Properties=species:S:1:pos:R:3:forces:R:3:lowdin_charge:R:1
O -0.0886 -4.3833 -1.7531 1.8907 1.4062 -2.3074 0.124
C -0.6726 -4.6923 -0.7841 -2.2983 -1.7136 0.4223 -0.613
O -0.1900 -4.7578 0.4336 0.8250 1.1711 2.1540 -0.023
C 1.1199 -4.1416 0.7302 0.0873 -0.4249 -1.6273 -0.153
C 1.0809 -2.6440 1.0792 0.4357 0.3637 -2.0548 -0.073
C -2.0802 -5.2368 -0.7971 -0.2098 -0.5459 0.1091 0.030
H 1.6889 -4.2920 -0.2355 -0.2131 0.2788 1.2537 0.122
H 1.4901 -4.8071 1.4949 0.3218 0.1305 0.3185 0.109
H 2.1037 -2.2109 1.2514 -0.7318 -0.8290 -0.1395 0.081
H 0.4863 -2.3357 1.9170 -0.4591 -0.2000 0.4047 0.019
H 0.7051 -2.1328 0.1397 0.2335 -0.2881 1.1129 0.089
H -2.6707 -4.6419 -0.1086 -0.3550 -0.0281 0.0320 0.060
H -2.0643 -6.2798 -0.4466 0.0627 0.3483 0.1955 0.094
H -2.5432 -5.2809 -1.7860 0.3289 0.4493 0.1012 0.091
O -2.6549 3.5062 3.0049 -1.1935 0.3238 -0.5715 0.048
C -3.7124 3.7439 2.4239 2.3719 0.9408 0.5545 -0.525
O -4.7471 2.9233 2.4536 0.3136 -0.1960 0.0080 -0.003
C -4.4999 1.7402 3.2786 -0.9057 -0.4212 -1.3036 -0.191
C -5.8444 1.0435 3.2903 0.4264 1.1807 -1.1627 -0.046
C -3.9436 4.9708 1.5550 -1.8062 -0.8045 1.2041 0.041
H -4.2087 2.1249 4.2330 0.4852 -0.2728 0.6196 0.110
H -3.7547 1.0806 2.7919 -0.1220 0.6471 0.4930 0.109
H -6.5403 1.7204 3.7822 -0.3857 -0.4048 -0.0205 0.084
H -5.7348 0.1042 3.7466 -0.1116 -1.2154 0.9553 0.046
H -6.1260 0.8492 2.2363 -0.1069 0.2326 0.5432 0.086
H -3.1063 5.5940 1.3387 0.6980 0.2492 0.4233 0.072
H -4.8251 5.5359 1.9749 0.9533 -0.4523 -0.6203 0.112
H -4.2229 4.4714 0.6580 -0.5844 0.1295 -1.2068 0.053
O -3.4787 -1.7132 3.5470 -0.1204 -0.7328 0.8964 0.056
C -3.4675 -2.5304 4.4478 0.8610 -0.5621 -0.4768 -0.517
O -2.7242 -3.6908 4.3854 -1.4518 1.5408 1.4353 -0.073
C -1.9081 -4.0561 3.2762 -1.4470 -1.6482 -0.4029 -0.201
C -1.4182 -5.4458 3.7344 -0.1029 -0.0123 0.0728 -0.052
C -4.2503 -2.4405 5.7730 -0.9287 0.6240 -0.8946 -0.012
H -1.2396 -3.2403 3.0747 0.7107 -0.0397 -0.2644 0.081
H -2.5728 -4.2682 2.4024 0.5385 0.6781 0.4077 0.130
H -1.1600 -6.1103 2.9224 0.3293 0.1634 -0.4973 0.063
H -2.2987 -5.9322 4.1929 0.4289 0.3104 -0.0165 0.088
H -0.5951 -5.4564 4.4553 -0.1593 0.2708 -0.0616 0.062
H -3.8533 -3.0438 6.5824 0.4502 -0.0049 -0.1395 0.070
H -5.2683 -2.9128 5.5531 1.0838 1.0707 0.2893 0.110
H -4.2758 -1.3401 6.0845 -0.3975 -1.7431 -0.5464 0.056
O -4.6657 -2.9503 0.3930 0.3627 -1.2143 0.2048 0.103
C -5.3500 -2.0015 0.1729 -0.1306 1.5227 -0.2373 -0.531
O -4.8028 -0.7680 -0.0235 -1.3565 -0.8621 -0.2362 -0.038
C -3.3785 -0.7157 0.0488 0.5926 -2.2092 -0.0606 -0.201
C -2.6951 -1.0859 -1.2807 -1.8862 -1.2299 0.1452 -0.018
C -6.8607 -2.0428 0.0890 -0.1879 1.1983 0.6367 0.029
H -3.0571 -1.3909 0.8671 -0.0897 0.6284 -0.3318 0.112
H -3.2580 0.2921 0.2633 0.7839 1.6895 0.5757 0.061
H -1.7333 -1.5781 -1.2562 0.1237 -0.1185 0.5619 0.057
H -2.5904 -0.2125 -1.8500 0.2352 1.2276 -0.9295 0.030
H -3.4134 -1.7373 -1.8449 0.7065 0.3199 0.3917 0.108
H -7.1018 -2.9511 -0.4296 -0.3777 -0.4867 0.0607 0.077
H -7.3170 -1.1866 -0.4385 0.5376 -0.3157 0.0797 0.081
H -7.2975 -1.9979 1.1198 0.4619 -0.4194 -0.8039 0.104
O 5.2576 -0.4554 -2.6082 -0.0114 -0.9331 -0.1435 0.031
C 4.9036 -1.5533 -2.2120 0.2918 0.9893 -0.0122 -0.497
O 5.7730 -2.4987 -1.7852 -0.7421 0.7932 -0.4486 0.008
C 7.1236 -2.0329 -1.7953 0.4690 -0.3403 -1.7207 -0.216
C 7.8630 -2.3582 -3.1125 0.0618 0.7675 0.5273 -0.048
C 3.4710 -1.9064 -2.0474 0.5198 -0.5642 -0.8191 0.054
H 7.5752 -2.5264 -0.9847 0.6539 -0.4847 1.1290 0.105
H 7.1326 -0.9539 -1.6832 0.0584 -0.0390 0.2925 0.091
H 7.9647 -3.4005 -3.4098 -0.3981 -0.0670 0.2667 0.075
H 8.8774 -1.9755 -2.9787 0.0817 -0.0170 -0.0441 0.076
H 7.4274 -1.7625 -3.9116 -0.1132 -0.1736 -0.1818 0.072
H 3.0787 -1.2064 -1.3184 -0.2432 -0.4422 0.5163 0.073
H 3.4640 -2.9818 -1.8421 -0.7991 0.3616 0.3717 0.099
H 2.9438 -1.6617 -2.9751 0.0967 -0.2544 0.0178 0.079
O -2.5918 2.8099 -0.7605 0.2767 0.1518 -0.7603 0.072
C -2.6542 2.4731 -1.9305 -0.3174 -0.6816 0.5665 -0.499
O -3.8078 2.0825 -2.4822 0.2990 0.6322 -0.5185 -0.029
C -5.0083 2.1747 -1.7156 -0.2332 -1.7011 -0.0467 -0.192
C -5.9722 1.2213 -2.5070 -0.2403 1.1895 1.5576 -0.042
C -1.5354 2.3409 -2.9363 -0.0982 -1.2801 1.8373 0.046
H -5.3373 3.2035 -1.5866 -0.0640 0.1256 -0.4009 0.120
H -4.7665 1.7951 -0.7059 -0.4730 0.0413 -0.3837 0.104
H -6.9860 1.3169 -2.0470 0.6021 -0.1431 -0.5886 0.083
H -5.6216 0.2037 -2.3459 -0.0173 -0.0014 -0.1903 0.055
H -5.9816 1.4773 -3.5732 -0.0874 -0.0461 0.3520 0.078
H -0.6110 2.4457 -2.3784 0.2571 0.1461 -0.2890 0.068
H -1.6898 3.0857 -3.6508 0.1084 1.2688 -1.2390 0.066
H -1.5661 1.3608 -3.4389 -0.1402 0.4913 0.1988 0.089
O -0.3499 -0.4341 -5.8056 1.0953 -1.0779 1.7619 0.058
C 0.2685 -1.0132 -4.8992 -0.7257 1.9264 -1.8655 -0.494
O 1.4654 -1.5930 -5.0956 -0.0636 -0.4710 0.5296 -0.031
C 2.0950 -1.5488 -6.3967 0.2711 0.4965 0.2298 -0.192
C 3.5069 -1.0568 -6.2217 1.0149 1.6363 -0.0125 -0.068
C -0.2571 -1.1498 -3.4914 1.1192 -1.4600 0.0774 0.018
H 1.5164 -0.8653 -6.9934 -0.1164 0.1790 -0.4103 0.105
H 2.1125 -2.5295 -6.8460 -0.4177 -0.4496 0.0631 0.119
H 4.0428 -0.8696 -7.1801 -0.8186 0.0418 0.3279 0.092
H 4.2074 -1.7072 -5.7166 -0.2706 -0.6045 0.4879 0.061
H 3.5131 -0.0924 -5.6469 -0.0246 -0.7478 -0.6328 0.082
H 0.4957 -1.6696 -2.8491 -0.6198 0.2969 -0.5351 0.086
H -1.0740 -1.8588 -3.6817 -0.2000 0.3003 0.6679 0.105
H -0.5533 -0.2532 -2.9429 -0.0264 -0.0952 -0.6691 0.045
O 1.8791 2.1396 -6.8293 -0.2505 -0.4940 0.0784 0.094
C 0.9192 2.4448 -6.1685 -0.6140 1.5005 -1.1895 -0.534
O 0.9538 2.7179 -4.8654 -0.3724 0.0046 0.3268 -0.026
C 2.2412 2.8157 -4.3037 1.0206 -2.1573 2.0415 -0.184
C 2.4634 1.5383 -3.3255 -2.2686 1.3685 -1.8944 -0.033
C -0.4288 2.8963 -6.7295 0.1915 -0.7123 -0.3505 0.032
H 2.2711 3.6915 -3.6988 -0.1450 0.8111 0.3825 0.067
H 2.9520 2.8977 -5.1036 0.5453 -0.2064 -0.1300 0.105
H 2.2068 0.6787 -3.9480 0.4542 -0.2098 0.1412 0.053
H 1.6600 1.5861 -2.5767 0.2581 0.0878 -0.0293 0.037
H 3.4039 1.4411 -2.8451 0.9054 0.0466 0.0553 0.003
H -0.3475 3.8609 -7.2444 0.3382 -0.1104 0.3183 0.093
H -1.1602 2.9696 -5.9409 -0.1946 0.0417 0.1905 0.059
H -0.7826 2.1958 -7.4794 0.0280 -0.2045 -0.0037 0.084
Br 1.0412 6.1446 2.4163 0.6551 0.9874 0.2243 0.690
C 0.2944 4.5265 1.8334 0.2571 -1.6020 -0.2219 -0.778
C 0.0391 4.3931 0.3846 0.2525 -0.0520 -0.9544 -0.626
Br 1.6910 4.0806 -0.6706 -0.3739 0.4811 0.2152 0.692
H -0.6426 4.4316 2.3217 -0.9249 -0.1181 0.5849 0.021
H 0.9088 3.6746 2.1296 0.1384 0.3118 0.3347 0.045
H -0.5316 5.2158 -0.0166 0.2771 0.4649 -0.3628 0.063
H -0.5326 3.5130 0.1544 -0.2816 -0.4972 0.2463 0.016
Br -1.8752 0.0890 5.8975 -0.0168 0.1484 0.6058 0.731
C -0.4859 -0.8833 4.9062 -0.6090 1.2833 0.6610 -0.652
C 0.0844 -1.9674 5.7377 1.1843 -0.3701 1.0407 -0.618
Br 1.5583 -2.8652 4.7542 -0.3485 0.1589 0.1246 0.659
H 0.1807 -0.0705 4.7202 0.8366 0.0878 -0.3856 0.012
H -1.0624 -1.1016 4.0384 0.1290 -0.8644 -0.7840 0.004
H -0.6062 -2.7547 5.9871 -0.3298 -0.2177 -0.0909 0.041
H 0.5745 -1.6301 6.6925 -0.6229 -0.0301 -1.1288 0.079
Br 6.9690 0.6767 1.1610 -0.0741 0.1764 -0.4070 0.599
C 6.9274 2.0297 -0.2840 -0.4627 -0.0216 -0.1727 -0.635
C 5.5508 2.0127 -0.9618 0.4445 -0.7919 -0.4372 -0.679
Br 5.3971 3.4594 -2.2766 0.1183 -0.0562 0.5213 0.663
H 7.7813 1.8280 -0.9403 -0.4293 -0.0526 0.1008 0.061
H 7.0810 2.9699 0.2322 0.0567 0.0765 -0.0136 0.042
H 4.7654 2.0495 -0.2288 -0.3081 0.7216 0.3336 0.026
H 5.3188 1.1153 -1.5533 0.6684 0.3898 0.3252 0.006
C 2.2307 0.7670 0.4013 0.7463 -0.1735 0.0792 -0.038
C 0.7495 0.7166 0.4442 -0.8979 0.7346 1.3830 -0.561
O 0.0670 0.4465 -0.5275 -0.3747 -0.1919 -0.1123 0.044
N 0.2343 0.9782 1.7106 -0.2971 -0.4682 -2.6566 0.056
C -1.2198 0.8776 1.9184 0.0552 0.7982 1.0992 -0.064
H 2.5455 -0.1538 0.9080 0.3837 0.1969 -0.1885 0.074
H 2.6198 1.6261 0.9488 0.0213 -0.0721 0.0794 0.062
H 2.5963 0.8141 -0.6265 -0.1127 -0.1167 0.1876 0.054
H 0.9336 1.2888 2.3704 -0.6030 -0.1323 0.6428 0.076
H -1.5680 -0.1490 1.9342 0.3025 -0.4732 0.2694 0.055
H -1.8649 1.3162 1.1233 1.1040 0.3888 0.4780 0.068
H -1.4477 1.3566 2.9078 0.0513 -0.4031 -1.0273 0.084
C 4.2238 0.0879 4.1579 -0.2893 -1.3525 0.2620 -0.009
C 3.2990 1.2639 4.3595 0.0808 0.3881 0.0654 -0.497
O 2.1069 1.1955 4.0492 0.6745 0.3173 0.2749 -0.009
N 3.8820 2.4128 4.8484 -1.3682 0.0329 -0.1651 0.015
C 3.1221 3.6152 5.1395 -2.8117 0.3218 -0.2782 -0.084
H 3.8448 -0.8879 4.6450 0.4925 1.7903 -0.5524 0.074
H 5.2469 0.3075 4.4352 0.1619 -0.0434 0.4340 0.062
H 4.2882 -0.1302 3.0915 -0.2801 0.0609 -0.1268 0.056
H 4.8270 2.4544 5.1348 0.8490 -0.5508 -0.0058 0.117
H 3.1018 4.3814 4.3426 0.6026 -0.4303 0.0592 0.058
H 3.3964 4.1444 6.0803 -0.0383 -0.8253 -0.5556 0.090
H 1.9991 3.3189 5.1515 1.8784 0.3622 0.4416 0.111
```
Positions in Å, forces in eV/Å.

Calculated values
Gap between HOMO and LUMO in eV: 9.563
LUMO level in eV: 0.2
Total energy in hartree: -18638.550025